The following is a DFT calculation (wB97M-V/def2-TZVPD) of a cluster of 5 separate species, C25H32Br8ClNO5P2S in total in a non-equilibrium geometry.

Element x y z (Å)
C  3.59  -1.44  0.00
C  3.44  -0.55  -1.38
C  1.94  0.13  -1.51
C  1.81  1.62  -0.85
C  2.82  2.87  -1.31
N  3.91  2.67  -2.34
C  2.66  4.41  -0.69
P  3.77  5.90  -1.22
O  3.07  7.42  -0.60
Cl  3.67  6.02  -3.38
C  1.48  4.78  0.44
C  0.48  3.56  0.90
C  0.65  2.03  0.26
C  -0.46  0.90  0.80
O  -0.14  -0.35  1.16
C  -2.02  1.48  0.92
C  -3.27  0.56  0.39
C  -4.79  1.22  0.50
P  -6.22  0.13  -0.18
O  -6.66  0.87  -1.74
O  -7.65  0.12  0.82
S  -5.60  -1.69  -0.66
C  -4.95  2.71  1.16
C  -3.69  3.66  1.70
C  -2.19  3.02  1.55
C  -0.78  3.81  1.97
O  -0.63  4.53  3.09
H  3.44  -2.59  -0.22
H  4.68  -1.31  0.43
H  2.77  -1.12  0.77
H  4.33  0.21  -1.48
H  3.51  -1.33  -2.28
H  1.63  0.22  -2.66
H  1.19  -0.67  -1.06
H  4.80  2.29  -1.94
H  3.50  2.02  -3.06
H  2.06  7.39  -0.67
H  1.38  5.87  0.87
H  -3.03  -0.50  -0.04
H  -6.47  1.85  -1.68
H  -8.11  1.00  0.59
H  -6.04  3.16  1.26
H  -3.85  4.74  2.15
Br  4.35  -4.02  -5.53
C  2.58  -4.42  -4.81
C  1.57  -3.37  -5.22
Br  1.78  -1.74  -4.17
H  2.69  -4.52  -3.73
H  2.32  -5.39  -5.23
H  0.55  -3.72  -5.02
H  1.65  -3.08  -6.27
Br  -4.38  -5.15  -1.08
C  -5.65  -4.93  0.39
C  -6.17  -6.27  0.86
Br  -7.50  -6.99  -0.37
H  -6.44  -4.26  0.03
H  -5.09  -4.43  1.18
H  -6.69  -6.17  1.82
H  -5.39  -7.03  0.96
Br  -2.51  3.45  6.85
C  -0.89  4.34  6.23
C  0.10  4.53  7.35
Br  -0.42  6.00  8.52
H  -1.20  5.28  5.76
H  -0.48  3.68  5.46
H  1.08  4.81  6.96
H  0.21  3.64  7.99
Br  3.32  -5.78  -1.09
C  5.17  -5.73  -1.71
C  6.04  -4.94  -0.76
Br  5.77  -3.02  -1.00
H  5.16  -5.33  -2.73
H  5.49  -6.78  -1.74
H  7.10  -5.11  -0.98
H  5.85  -5.16  0.29

Its HOMO-LUMO gap is 6.7 eV. As for the strongest force on any atom: 8.331 eV Å⁻¹. As for the LUMO energy: -0.080 Ha. For the energy above the lowest of the compared OMol25 structures with the same formula, charge and spin, the calculation gives 482.7 kcal per mole. Its charge is 0. As for the multiplicity: 1.